[1]
{
  "formula": "C18H54N11O9P3Ti",
  "method": "ωB97M-V/def2-TZVPD",
  "total_energy_ev": -105340.890,
  "total_charge": -1,
  "multiplicity": 4,
  "s_squared": 3.752,
  "elements": ["Ti", "N", "O", "O", "O", "N", "O", "O", "O", "O", "P", "N", "C", "C", "N", "C", "C", "N", "C", "C", "H", "H", "H", "H", "H", "H", "H", "H", "H", "H", "H", "H", "H", "H", "H", "H", "H", "H", "O", "P", "N", "C", "C", "N", "C", "C", "N", "C", "C", "H", "H", "H", "H", "H", "H", "H", "H", "H", "H", "H", "H", "H", "H", "H", "H", "H", "H", "O", "P", "N", "C", "C", "N", "C", "C", "N", "C", "C", "H", "H", "H", "H", "H", "H", "H", "H", "H", "H", "H", "H", "H", "H", "H", "H", "H", "H"],
  "xyz": [[-0.312575, -2.196446, -1.100944], [1.013888, -2.774259, -3.709415], [1.472345, -2.348819, -2.607478], [-0.243306, -2.849202, -3.786371], [1.737781, -3.130200, -4.619909], [-3.229000, -1.528133, -0.341473], [-4.397312, -1.737213, -0.583680], [-2.735351, -0.374350, -0.436193], [-2.450022, -2.501773, -0.061743], [2.795089, 1.603057, 2.443052], [1.610747, 2.473629, 2.440581], [0.764151, 2.597754, 3.854072], [-0.008575, 1.417994, 4.278343], [1.082167, 3.544761, 4.908173], [0.506075, 1.907415, 1.385393], [0.825150, 0.868742, 0.426125], [-0.771234, 2.556350, 1.111966], [1.899857, 4.071186, 2.092171], [3.140661, 4.381986, 1.419655], [0.979088, 5.150410, 2.225406], [0.568338, 0.527744, 4.015375], [-1.007700, 1.408662, 3.844123], [-0.101448, 1.409536, 5.365322], [0.160721, 3.939127, 5.345549], [1.689993, 4.375997, 4.563617], [1.654192, 3.029905, 5.691523], [1.027618, 1.332102, -0.557151], [1.674785, 0.241079, 0.670584], [-0.042707, 0.220177, 0.225085], [-1.105320, 3.198500, 1.919531], [-0.654252, 3.146756, 0.185108], [-1.529207, 1.805464, 0.872454], [3.175271, 3.972084, 0.402407], [3.246550, 5.455951, 1.234556], [4.016581, 4.085622, 1.994404], [1.331838, 5.938785, 2.915501], [0.026590, 4.842503, 2.656555], [0.733621, 5.694454, 1.304043], [-3.453338, 2.214924, -5.424573], [-2.551485, 2.294799, -4.261709], [-3.361251, 2.312090, -2.857460], [-4.685677, 1.688591, -2.771261], [-2.700219, 2.577196, -1.604464], [-1.552136, 3.630802, -4.169810], [-0.639180, 3.739832, -5.319349], [-2.157319, 4.902956, -3.777279], [-1.490832, 1.034730, -4.279774], [-1.192046, 0.360383, -5.508664], [-0.733677, 0.667338, -3.110611], [-5.345183, 2.368528, -2.227113], [-4.547699, 0.736211, -2.254364], [-5.086386, 1.556381, -3.770192], [-1.640160, 2.762165, -1.763366], [-2.982392, 1.825140, -0.868167], [-3.041377, 3.552077, -1.196068], [0.211168, 3.065694, -5.211773], [-1.184001, 3.588410, -6.255831], [-0.188977, 4.733859, -5.331386], [-3.008138, 5.170996, -4.413366], [-2.477101, 4.835817, -2.737643], [-1.421053, 5.706705, -3.795517], [-1.130402, -0.725147, -5.345227], [-1.983366, 0.453731, -6.246511], [-0.211987, 0.641520, -5.918014], [-0.341383, -0.346613, -3.262378], [-1.405994, 0.492673, -2.262447], [0.144869, 1.276234, -2.872180], [0.579496, -4.253179, -0.060354], [1.176931, -4.468408, 1.272848], [0.809095, -6.021738, 1.781603], [1.741488, -6.862566, 2.489660], [-0.614069, -6.240596, 2.049969], [0.704625, -3.423033, 2.440693], [-0.520117, -2.614401, 2.211762], [1.238007, -3.397526, 3.791926], [2.826519, -4.453564, 1.343810], [3.431043, -5.218199, 0.226446], [3.555772, -3.214836, 1.581731], [2.554696, -7.134045, 1.815957], [1.236000, -7.822080, 2.645972], [2.089901, -6.475779, 3.448560], [-0.910640, -5.906167, 3.050382], [-0.811765, -7.305649, 1.894742], [-1.234364, -5.757773, 1.292799], [-0.245095, -1.860957, 1.465437], [-1.343495, -3.209283, 1.832471], [-0.760369, -2.122252, 3.149495], [1.548811, -2.380386, 4.040529], [0.494765, -3.765549, 4.507670], [2.094080, -4.071180, 3.849896], [3.835539, -4.546825, -0.530923], [4.194883, -5.857059, 0.674127], [2.690611, -5.833174, -0.283426], [3.278918, -2.430822, 0.862217], [4.614122, -3.399546, 1.407731], [3.356228, -2.828831, 2.576443]],
  "forces_ev_per_a": [[-0.222, -0.989, -0.375], [-0.992, -0.346, 0.508], [0.303, 0.184, 0.321], [0.087, 0.180, 0.157], [0.290, 0.185, -0.084], [0.633, 0.233, -0.669], [-0.595, -0.065, 0.282], [0.122, -0.415, 0.207], [0.500, 0.255, -0.278], [0.594, 0.272, -0.044], [-0.617, 0.060, 0.134], [-0.673, 0.293, 0.284], [0.684, 0.254, 0.011], [0.147, -0.524, 0.271], [-0.807, -0.828, 0.313], [-0.266, 0.201, -1.227], [0.553, -0.048, -0.902], [0.823, 0.151, 0.110], [0.472, 0.511, -0.768], [-0.858, 1.073, 0.589], [-0.384, -0.172, -0.116], [0.020, -0.160, -0.116], [-0.010, 0.144, 0.000], [0.031, 0.051, 0.041], [-0.035, -0.061, -0.198], [-0.073, 0.185, 0.123], [0.132, -0.150, 0.112], [0.030, 0.192, 0.387], [0.099, 0.100, 0.367], [0.031, -0.040, 0.140], [-0.210, 0.161, 0.338], [0.037, -0.050, 0.293], [0.169, -0.357, 0.209], [-0.298, 0.052, 0.393], [-0.025, -0.289, -0.108], [0.249, -0.204, -0.082], [0.097, -0.257, -0.089], [0.186, -0.413, -0.240], [-0.209, 0.294, -0.428], [0.140, -0.625, -0.518], [-0.244, 0.243, 0.229], [0.694, 0.224, 0.142], [-0.684, 1.343, 0.393], [0.463, 0.786, 0.095], [0.020, 0.187, 0.343], [-0.125, -0.219, 0.187], [-0.236, 0.251, -0.062], [0.479, -1.317, -0.443], [0.026, -1.440, 0.205], [-0.103, -0.191, 0.175], [-0.520, -0.034, 0.058], [0.043, -0.128, -0.061], [0.068, -0.638, 0.193], [0.599, -0.187, -0.097], [-0.217, -0.221, 0.040], [-0.256, -0.344, -0.163], [0.274, -0.099, -0.133], [-0.212, 0.086, 0.019], [-0.004, 0.140, 0.056], [-0.258, 0.029, -0.126], [0.119, -0.080, -0.228], [0.080, 0.137, 0.257], [0.030, 0.565, 0.006], [-0.143, 0.188, -0.180], [0.126, 0.129, -0.296], [0.244, 0.623, 0.128], [-0.259, 0.345, 0.060], [-0.814, 1.026, -0.296], [0.429, -0.785, 0.587], [-0.338, 0.437, -0.203], [-0.373, -0.819, -0.502], [0.324, -0.400, -0.537], [-0.847, 0.631, 0.037], [1.241, -0.168, -0.253], [-0.087, -0.535, -0.392], [0.371, -0.317, -0.678], [-0.142, -0.094, 0.531], [-0.375, 0.516, -0.476], [0.374, 0.298, 0.349], [-0.013, 0.110, 0.317], [0.161, 0.010, 0.018], [-0.094, -0.134, -0.006], [-0.088, 0.016, 0.422], [0.160, 0.334, 0.100], [-0.392, 0.276, 0.068], [-0.144, 0.046, 0.130], [-0.223, 0.066, -0.001], [0.014, -0.046, 0.199], [0.007, 0.181, 0.084], [0.062, 0.138, 0.080], [0.120, 0.017, 0.046], [0.235, -0.014, -0.402], [-0.041, -0.069, 0.126], [-0.066, -0.047, 0.052], [0.083, -0.087, 0.403], [0.294, -0.006, 0.051]]
}


[2]
{
  "formula": "C2H3ClN2",
  "method": "ωB97M-V/def2-TZVPD",
  "total_charge": 2,
  "de_lowest_kj_mol": 194.2,
  "elements": ["C", "C", "N", "N", "Cl", "H", "H", "H"],
  "xyz": [[-0.630156, 0.963743, -2.011643], [-0.628262, -0.484672, 0.027090], [-0.560912, 0.323909, -1.051039], [0.116042, -0.664715, 1.059523], [-2.132774, -2.069141, -0.074349], [-0.866938, 1.486022, -2.944508], [0.991295, -0.059880, 1.180658], [-0.152666, -1.583378, 1.653474]],
  "forces_ev_per_a": [[-0.503, -1.242, 1.355], [-2.724, -5.245, 1.585], [0.349, 1.636, -1.253], [-0.214, -0.341, -0.987], [2.881, 3.461, -0.047], [0.322, 0.213, -0.071], [-1.105, -1.067, 0.462], [0.993, 2.585, -1.044]]
}